[1]
{"formula": "C5H9NO", "method": "ωB97M-V/def2-TZVPD", "symbols": ["C", "C", "C", "O", "C", "C", "N", "H", "H", "H", "H", "H", "H", "H", "H", "H"], "positions_angstrom": [[-1.585, -0.516, 1.577], [-0.289, 0.228, 1.263], [0.422, -0.346, 0.059], [-0.387, -0.302, -1.159], [1.522, 0.468, -0.640], [0.643, 0.289, -1.852], [0.765, 0.514, -3.081], [-1.397, -1.584, 1.735], [-2.056, -0.123, 2.483], [-2.295, -0.420, 0.751], [0.401, 0.164, 2.114], [-0.493, 1.293, 1.093], [0.708, -1.389, 0.240], [-0.067, 0.190, -3.578], [2.517, 0.026, -0.702], [1.592, 1.507, -0.304]], "forces_ev_per_a": [[-0.0617, -0.0414, 0.0092], [0.0347, 0.0427, -0.0095], [0.0458, -0.0963, 0.3663], [-0.0130, 0.0036, -0.1136], [0.0797, 0.0052, 0.0825], [0.1628, 0.1190, -0.4587], [-0.1784, -0.0825, 0.4272], [-0.0123, 0.1321, -0.0161], [0.0633, -0.0376, -0.1331], [0.0977, -0.0183, 0.1086], [-0.0708, 0.0333, -0.1172], [0.0271, -0.1242, -0.0198], [-0.0275, 0.1057, -0.0029], [0.0547, 0.0592, -0.0317], [-0.1708, 0.0628, -0.0321], [-0.0313, -0.1631, -0.0593]], "gap_ev": 10.996, "e_homo_ev": -9.98, "de_lowest_kcal_mol": 30.8, "lumo_ev": 1.019}


[2]
{"formula": "C3H5ClFNO", "method": "ωB97M-V/def2-TZVPD", "symbols": ["C", "C", "C", "H", "H", "H", "H", "H", "N", "O", "F", "Cl"], "positions_angstrom": [[-3.375, 0.138, -0.436], [-0.106, -0.506, 0.536], [1.136, 0.259, 0.582], [-3.638, 1.085, 0.056], [-4.233, -0.518, -0.448], [-3.139, 0.409, -1.486], [-0.085, -1.507, 0.964], [1.552, 0.324, 1.612], [-1.158, 0.126, 0.148], [-2.320, -0.626, 0.163], [0.976, 1.492, -0.029], [2.440, -0.496, -0.404]], "forces_ev_per_a": [[0.0873, 0.3350, -0.9329], [-2.1426, 0.2747, 0.0212], [1.3702, 1.1987, -0.7417], [0.3915, -0.4255, 0.3942], [-0.1548, -0.1548, 0.1285], [0.1107, -0.3275, 0.5293], [-0.2200, -0.0734, -0.2781], [-0.3072, 0.3826, -0.7047], [0.7077, -0.8382, 0.0178], [0.2934, 0.5464, 0.1414], [-0.0109, -0.4708, 1.1535], [-0.1253, -0.4473, 0.2715]], "gap_ev": 10.795, "smiles": "CO/N=C/[C@H](F)Cl", "e_homo_ev": -10.04, "de_lowest_kcal_mol": 18.9, "lumo_ev": 0.755}


[3]
{"formula": "C18H16Cl3N2O10P2RuS2", "method": "ωB97M-V/def2-TZVPD", "symbols": ["Ru", "C", "C", "N", "N", "C", "S", "S", "C", "C", "C", "C", "C", "C", "C", "C", "C", "C", "C", "C", "C", "O", "H", "H", "H", "H", "H", "H", "H", "H", "H", "H", "H", "H", "H", "H", "O", "P", "O", "O", "O", "P", "O", "O", "O", "H", "H", "Cl", "C", "Cl", "Cl", "C", "O", "O"], "positions_angstrom": [[0.506, 0.779, 1.201], [-1.950, 0.523, -2.397], [-0.881, 0.825, -1.390], [-0.713, 0.132, -0.315], [-1.538, -1.008, -0.204], [-0.937, -1.863, 0.535], [0.552, -1.596, 1.335], [-1.806, -3.410, 0.772], [-0.483, -4.557, 0.271], [-0.246, -4.574, -1.216], [0.644, -3.682, -1.810], [0.816, -3.675, -3.187], [0.111, -4.561, -3.988], [-0.775, -5.456, -3.404], [-0.953, -5.456, -2.029], [0.066, 1.900, -1.709], [-0.239, 2.947, -2.578], [0.714, 3.897, -2.889], [1.993, 3.798, -2.338], [2.328, 2.760, -1.494], [1.364, 1.802, -1.169], [1.649, 0.778, -0.382], [-2.497, -0.379, -2.151], [-1.506, 0.439, -3.389], [-2.643, 1.367, -2.417], [-0.812, -5.538, 0.616], [0.420, -4.286, 0.817], [1.184, -2.978, -1.188], [1.500, -2.963, -3.632], [0.245, -4.550, -5.063], [-1.334, -6.150, -4.021], [-1.658, -6.144, -1.575], [-1.238, 3.034, -2.986], [0.459, 4.735, -3.525], [2.730, 4.565, -2.548], [3.291, 2.691, -1.010], [-1.942, 4.305, 2.377], [-0.750, 3.550, 1.590], [-0.209, 4.421, 0.539], [-1.202, 2.126, 1.243], [0.248, 3.265, 2.843], [1.887, 3.282, 2.718], [2.334, 2.625, 4.103], [2.356, 4.671, 2.630], [2.084, 2.198, 1.640], [-2.264, 3.725, 3.077], [2.126, 1.671, 4.062], [-1.922, -0.032, 3.357], [-0.996, 0.054, 4.852], [-1.194, 1.686, 5.554], [-1.669, -1.138, 6.001], [0.564, -0.156, 4.666], [1.142, -0.596, 5.649], [1.042, 0.196, 3.558]], "forces_ev_per_a": [[0.6041, -1.2633, -1.5412], [-0.0644, -0.0209, -0.0033], [0.3882, 0.1870, -0.0975], [-1.2733, 0.2194, -0.0731], [0.3306, 0.1815, 0.0819], [-0.2951, -0.3946, -0.0609], [0.4727, 0.1487, 0.5050], [0.0555, 0.0783, -0.0857], [0.0738, 0.0096, -0.0547], [-0.0430, 0.0396, 0.0366], [-0.0608, -0.0246, 0.0300], [0.0192, 0.0218, 0.0135], [-0.0074, -0.0039, -0.0126], [0.0003, -0.0020, -0.0003], [0.0029, -0.0149, 0.0172], [-0.1470, -0.0043, 0.0806], [0.0241, -0.0243, 0.0329], [0.0014, 0.0214, -0.0359], [0.0232, -0.0241, 0.0159], [-0.0671, 0.0712, -0.1278], [-0.1656, -0.3524, 0.2267], [0.5944, 0.0921, -0.4754], [0.0142, 0.0008, 0.0225], [-0.0054, -0.0046, -0.0053], [-0.0040, 0.0005, -0.0027], [-0.0133, 0.0098, 0.0207], [0.0010, -0.0081, 0.0085], [0.0234, 0.0411, 0.0306], [0.0038, 0.0005, -0.0028], [0.0043, -0.0002, 0.0011], [-0.0017, 0.0011, -0.0014], [-0.0002, -0.0033, -0.0015], [-0.0062, 0.0276, 0.0001], [-0.0050, 0.0021, 0.0011], [-0.0145, 0.0212, -0.0136], [0.0171, -0.0057, -0.0032], [-0.2785, -0.2177, -0.1864], [0.5795, -0.0592, 0.6812], [-0.1995, 0.0415, -0.0493], [0.2552, 0.3436, 0.1126], [-0.0290, 0.7122, 0.1437], [-0.8888, -0.3198, 0.0077], [0.0126, 0.0486, 0.0368], [0.5778, -0.2066, -0.2383], [-0.1139, 0.4686, 0.5287], [-0.0031, -0.0228, 0.0547], [-0.0380, -0.0515, 0.0063], [-0.0198, -0.0283, -0.0024], [-0.1410, 0.0400, 0.1135], [-0.0137, 0.0135, -0.0038], [0.0205, 0.0209, -0.0374], [0.3155, -0.2164, -0.0603], [-0.0475, -0.0057, 0.0713], [-0.4687, 0.4150, 0.2953]], "multiplicity": 2, "gap_ev": [6.629, 6.506], "e_homo_ev": [-2.67, -2.54], "charge": -2, "de_lowest_kcal_mol": 39.0, "lumo_ev": [3.959, 3.961]}


[4]
{"formula": "C4H31N2O9", "method": "ωB97M-V/def2-TZVPD", "symbols": ["C", "N", "C", "C", "N", "C", "H", "H", "H", "H", "H", "H", "H", "H", "H", "H", "H", "H", "H", "H", "H", "O", "H", "H", "O", "H", "H", "O", "H", "H", "O", "H", "H", "O", "H", "H", "O", "H", "H", "O", "H", "H", "O", "H", "H", "O"], "positions_angstrom": [[2.474, 2.207, -1.866], [1.998, 0.879, -2.224], [0.953, 0.839, -3.277], [1.773, 2.750, -0.572], [0.909, 1.823, 0.164], [0.811, 2.028, 1.668], [3.521, 2.117, -1.585], [2.345, 2.969, -2.634], [2.773, 0.296, -2.512], [0.105, 1.480, -3.088], [1.334, 0.745, -4.295], [0.595, -0.192, -3.120], [2.559, 3.264, -0.017], [1.116, 3.603, -0.767], [1.296, 0.879, 0.150], [-0.044, 1.728, -0.237], [-0.001, 1.361, 1.948], [1.674, 1.679, 2.194], [0.670, 3.089, 1.835], [-1.527, -2.381, -2.483], [-0.123, -1.975, -1.770], [-1.072, -2.136, -1.663], [-2.030, 0.234, 4.259], [-0.812, 0.360, 5.037], [-1.151, 0.629, 4.170], [-1.969, -0.499, 1.400], [-3.260, 0.331, 1.084], [-2.300, 0.391, 1.138], [0.539, -2.399, 3.490], [1.451, -3.385, 2.768], [1.207, -2.443, 2.794], [-0.679, -3.835, 1.091], [-0.247, -4.534, 2.476], [-0.103, -4.463, 1.539], [-4.455, 0.451, -2.592], [-4.080, -0.269, -1.233], [-4.318, 0.557, -1.649], [-1.282, 0.070, -1.730], [-1.910, 0.596, -0.524], [-1.190, 0.852, -1.168], [-0.995, -1.589, 0.254], [-0.321, -2.230, 1.472], [-1.171, -1.881, 1.166], [1.931, -0.848, -0.924], [1.750, -1.836, 0.236], [1.257, -1.311, -0.406]], "forces_ev_per_a": [[-0.3886, -0.3391, 1.1498], [-0.0635, 0.7541, -0.4996], [0.5006, -2.7330, 0.7871], [-0.2646, 1.8081, -1.0478], [1.3956, -0.8145, 1.9664], [-0.8528, 0.1560, -1.0178], [0.1401, 0.1068, -0.3375], [0.1717, -0.1471, -0.2185], [0.0433, 0.2421, -0.2323], [0.1866, 0.4862, -0.1647], [0.0622, 1.0668, -0.0763], [-0.6169, 0.2604, -0.2712], [-0.1169, -0.7654, 0.8911], [-0.0547, -0.1661, -0.5176], [-0.1996, -0.2908, -0.8864], [0.3139, -0.1792, -0.3533], [-0.3463, 0.5712, 0.4268], [0.8553, -0.0834, -0.1300], [-0.4147, -0.0680, 0.3606], [0.6751, -0.0020, 0.1943], [-0.1429, -0.2915, -0.3208], [-0.5671, 0.2850, 0.0031], [-0.1506, 0.3040, -0.6049], [0.4803, 0.3716, -0.1489], [-0.2464, -0.6796, 0.7417], [-0.0813, 0.2438, 0.1259], [-0.0394, 0.1283, 0.2719], [-0.6085, 0.1143, 0.0558], [0.1501, 0.2220, 0.0617], [-0.0241, 0.4820, -0.2046], [0.1411, -0.1895, 0.1890], [-0.5200, -0.2571, 0.5785], [-0.8410, 0.1676, 0.2299], [0.9304, -0.8473, -1.0395], [0.0326, -0.4111, 0.0538], [-0.1324, -0.4812, -0.4333], [0.0314, 0.7527, 0.4025], [0.6093, 0.1428, -0.3773], [0.7995, 1.0006, 0.1085], [-1.2680, -0.8106, 0.0882], [-0.0815, -0.3650, 0.0516], [0.2314, 0.4972, 0.4083], [0.1956, -0.3018, -0.3540], [-0.2033, 0.1967, -0.1612], [-0.1056, -0.1708, 0.0861], [0.3847, 0.0338, 0.1652]], "gap_ev": 10.292, "e_homo_ev": -12.80, "charge": 1, "de_lowest_kcal_mol": 78.6, "lumo_ev": -2.510}


[5]
{"formula": "C4H18O7", "method": "ωB97M-V/def2-TZVPD", "symbols": ["C", "C", "O", "O", "H", "H", "H", "H", "H", "H", "C", "C", "O", "O", "H", "H", "H", "H", "H", "H", "O", "H", "H", "O", "H", "H", "O", "H", "H"], "positions_angstrom": [[-3.882, -1.599, -1.636], [-4.824, -0.664, -2.279], [-4.350, -0.129, -3.471], [-4.144, -1.883, -0.340], [-2.851, -1.250, -1.581], [-3.801, -2.539, -2.182], [-5.081, 0.050, -1.497], [-5.756, -1.209, -2.431], [-4.939, -0.544, -4.105], [-3.471, -1.360, 0.101], [6.127, 1.205, -1.556], [5.243, 0.510, -0.446], [4.264, -0.271, -1.132], [6.425, 0.354, -2.635], [7.163, 1.415, -1.291], [5.660, 2.053, -2.059], [4.820, 1.320, 0.149], [5.824, -0.077, 0.266], [4.781, -0.588, -1.876], [7.133, 0.756, -3.144], [-2.518, 3.268, 3.210], [-2.402, 2.832, 2.366], [-3.361, 3.715, 3.135], [-1.884, -1.891, 6.039], [-1.864, -1.119, 6.605], [-1.764, -1.543, 5.156], [-0.499, -0.492, 2.271], [-0.215, 0.271, 2.774], [0.166, -0.591, 1.589]], "forces_ev_per_a": [[2.5863, -1.1275, -1.8586], [-1.1500, -0.1085, 1.3327], [-0.2614, 0.0301, -0.5563], [-0.8796, -0.1347, 2.8208], [0.1752, 0.6883, -1.2361], [-0.2233, -0.1573, -0.3775], [0.1144, 0.7834, -0.2804], [-0.2434, -0.0550, -0.1407], [0.3908, 0.4003, -0.6163], [-0.4891, -0.3188, 0.9408], [0.9249, 0.1616, 0.2472], [0.7461, 0.8273, -1.5030], [0.3885, 0.6041, 0.8206], [-0.5990, -2.0667, -1.0532], [-0.4126, 1.0150, 1.5302], [-0.4261, 0.4739, 0.9521], [-0.5244, -0.0870, -0.1813], [0.2690, -0.3070, -0.2792], [-0.2587, -0.4685, -0.4914], [-0.1192, -0.1492, -0.0301], [0.1870, -0.0208, 0.1831], [0.0403, -0.1355, -0.2224], [-0.2153, 0.1271, 0.0301], [-0.0185, -0.2012, 0.1078], [-0.0119, 0.1676, 0.1736], [0.0407, 0.0298, -0.3196], [-0.2971, -0.0875, 0.0323], [0.0640, 0.2176, 0.1680], [0.2022, -0.1008, -0.1931]], "gap_ev": 10.268, "smiles": "OCCO.OCCO.O.O.O", "e_homo_ev": -10.05, "de_lowest_kcal_mol": 83.9, "lumo_ev": 0.220}


[6]
{"formula": "C11H15N", "method": "ωB97M-V/def2-TZVPD", "symbols": ["C", "C", "C", "C", "C", "C", "C", "C", "C", "N", "H", "H", "H", "H", "H", "H", "H", "H", "H", "C", "C", "H", "H", "H", "H", "H", "H"], "positions_angstrom": [[0.805, -1.122, 1.784], [-0.395, 0.872, 0.885], [-0.399, -0.510, 1.198], [-1.808, 1.146, 0.424], [-1.570, -1.015, 0.844], [0.549, 1.942, 1.072], [0.184, 3.243, 0.934], [-1.145, 3.479, 0.496], [-2.097, 2.520, 0.156], [-2.526, 0.047, 0.578], [1.586, 1.674, 1.326], [0.865, 4.023, 1.204], [-1.505, 4.482, 0.384], [0.405, -2.009, 2.488], [1.388, -0.467, 2.411], [-1.936, -2.042, 0.775], [-3.382, -0.083, 0.322], [-3.132, 2.846, -0.195], [1.591, -1.458, 1.067], [2.244, -1.913, -2.259], [0.833, -2.526, -2.207], [2.843, -2.048, -1.305], [2.788, -2.149, -3.182], [2.290, -0.895, -2.536], [0.318, -2.108, -2.986], [0.297, -2.309, -1.298], [0.910, -3.620, -2.380]], "forces_ev_per_a": [[-0.0948, -3.2674, 1.2958], [-2.6837, 2.2336, -0.7858], [2.2815, 1.1277, -0.5065], [3.9163, 3.5745, 1.3061], [-3.5017, -0.6064, 0.1718], [0.0559, -2.4378, 0.0960], [-1.6469, -0.4228, -0.4170], [-0.3279, 0.0630, -0.4415], [-1.0340, -0.6132, 0.4031], [7.5425, -1.7378, 1.0440], [-0.5292, 0.1356, 0.0985], [0.1176, 0.4533, -0.1651], [0.1665, 0.5816, -0.0702], [1.4442, 1.6438, -1.6414], [-0.3417, 0.5560, 0.4451], [0.2188, 0.4123, 0.4343], [-6.2284, -1.0174, -2.0173], [1.5544, -0.4256, 0.5325], [-0.8989, -0.2766, 0.1842], [0.7613, -0.5960, 0.6064], [2.2787, -1.1337, 0.8712], [-0.4861, -0.0590, -1.4008], [0.2238, -1.4840, 0.4580], [-0.8517, 1.8909, 0.7760], [-1.6503, 0.8373, -2.0172], [-0.0363, -0.0029, 0.4354], [-0.2499, 0.5708, 0.3044]], "gap_ev": 8.858, "smiles": "Cc1c[nH]c2ccccc12.CC", "e_homo_ev": -7.92, "de_lowest_kcal_mol": 49.0, "lumo_ev": 0.941}


Q: Which formula does entry 1 have?
A: C5H9NO